Formula: C40H42Cl8N2O3P2Si2V
Source: the OMol25 dataset
Level of theory: ωB97M-V with the def2-TZVPD basis set

**Expectation value of S²**: 0.766
**Spin multiplicity**: 2
**Orbital gap (alpha / beta)**: 5.07 / 4.43 eV
**ΔE to the lowest compared entry with this formula, charge and spin**: 2.138 eV
**Charge**: -2

Geometry as XYZ:
```
100
Properties=species:S:1:pos:R:3:lowdin_spin:R:1
H 3.5954 2.6867 3.2478 0.00
H 3.9807 -2.0898 -2.2905 0.00
C 0.5220 4.0736 -0.8027 0.00
P 1.7732 1.4046 1.0871 0.00
C -4.5747 4.3713 0.8410 0.00
Si -1.4370 1.6530 -2.9117 0.00
N 2.0771 0.5210 -0.2114 0.01
C -0.3111 1.0356 -4.2879 0.00
H 4.1498 0.2125 -3.4280 0.00
Cl 1.2475 -2.5497 -4.4114 0.00
C 1.4631 6.2583 -0.3788 0.00
C 3.0672 -0.4699 2.7876 0.00
C -0.4289 -2.9418 -3.9929 0.00
H 4.7809 4.6414 -1.1347 0.00
H 0.2375 -2.9235 5.0292 0.00
H -3.7592 1.1301 -2.2123 0.00
H -4.7055 2.7135 2.2020 0.00
H 6.0352 5.3061 0.9040 0.00
H -2.9252 -0.3560 -2.7155 0.00
H 3.7189 -2.4363 -0.5689 0.00
Cl -1.4903 -2.4704 -5.3499 0.00
C 5.1113 0.3163 -0.1754 0.00
C 3.3741 -1.8288 -1.4116 0.00
H -3.5044 0.7879 -3.9424 0.00
H 2.2630 5.1974 -3.4969 0.00
C -2.0083 3.4019 0.2470 0.00
H 5.3198 1.3867 -0.0820 0.00
H 4.1877 1.8053 -2.6516 0.00
O 0.5076 -1.7836 0.6246 0.02
Cl -2.3610 -0.4061 0.1536 -0.01
H 2.3351 -2.0933 -1.6203 0.00
C -2.5087 4.5392 -0.3863 0.00
H 1.6993 1.1393 6.0123 0.00
V 0.0295 -0.0738 -0.1084 0.94
H 0.2859 5.1435 1.0363 0.00
C 1.5139 -4.7510 2.4947 0.00
C 5.2195 4.5931 0.9700 0.00
O -0.0939 -1.4533 -2.1299 0.00
C -1.9767 3.3888 -3.4750 0.00
H 3.4174 -0.9489 1.8773 0.00
H 1.6275 7.0970 0.2887 0.00
C -3.0567 0.7073 -2.9403 0.00
C 0.7226 5.1627 0.0442 0.00
H 0.2591 1.8607 -4.7356 0.00
N -0.6189 1.5702 -1.4155 0.00
C 0.6732 -2.5905 1.6195 0.00
H -2.9459 3.6573 -3.0420 0.00
C -2.8110 2.7690 1.1968 0.00
C 0.5456 -3.1859 4.0246 0.00
Si 3.4617 -0.0042 -1.0501 0.00
H 3.0064 2.9326 -0.9744 0.00
C 2.0074 6.2785 -1.6582 0.00
C 2.9914 -0.3725 5.1896 0.00
H -4.1343 5.9295 -0.5700 0.00
C -3.3765 -1.8909 0.2221 -0.01
H 0.9639 3.2208 -2.7091 0.00
H 4.1415 -1.8047 4.0892 0.00
H 1.9503 -5.7202 2.2899 0.00
C 4.8724 4.0360 2.1926 0.00
H 0.9852 1.9842 3.7801 0.00
Cl -0.7538 -0.9735 3.2595 0.00
H -0.9027 0.5668 -5.0843 0.00
H 5.1473 -0.1197 0.8293 0.00
C -4.0885 3.2352 1.4785 0.00
H -1.2593 4.1731 -3.2152 0.00
Cl 1.6560 -5.4106 5.1287 0.00
C 1.8273 5.1908 -2.5027 0.00
C 0.1296 1.8564 1.2435 0.00
C 1.0967 4.0875 -2.0689 0.00
C -0.9421 -2.1987 -2.6531 0.00
H -1.8973 5.0570 -1.1172 0.00
C 1.2236 -3.8936 1.4466 0.00
Cl 1.4752 -4.4689 -0.1713 0.00
H 5.4166 4.3187 3.0872 0.00
P -0.3956 2.5982 -0.1964 0.00
C 1.2190 -4.3663 3.7872 0.01
H 2.6344 1.0887 -3.1507 0.00
H -2.0819 3.3802 -4.5677 0.00
Cl -2.6213 -3.3029 0.9689 0.00
C 2.0973 0.6933 5.1081 0.00
H 3.3032 -0.7520 6.1561 0.00
H 2.5814 7.1376 -1.9919 0.00
C 3.4675 -0.9577 4.0274 0.00
H -3.6029 -2.1551 -0.7988 0.00
O -2.1057 -2.5057 -2.3736 0.00
C 0.2528 -2.3469 2.9681 0.01
H 5.9182 -0.1366 -0.7699 0.00
C 2.1980 0.6089 2.6919 0.00
C 4.5257 4.2108 -0.1712 0.00
C 3.6209 0.8684 -2.7241 0.00
Cl -0.5599 -4.7057 -3.7552 0.00
C 1.7048 1.1783 3.8686 0.00
H -2.4014 1.9208 1.7299 0.00
C 3.1379 2.7010 1.1444 0.00
C -3.7761 5.0300 -0.0829 0.00
C 3.8371 3.1077 2.2811 0.00
H -5.5671 4.7470 1.0669 0.00
H 0.3924 0.2899 -3.9080 0.00
C 3.5095 3.2691 -0.0789 0.00
H -4.2463 -1.6358 0.8099 0.00
```